135
Properties=species:S:1:pos:R:3:forces:R:3 method="wB97M-V/def2-TZVPD" spin_multiplicity=1 max_force_ev_per_a=2.77 total_energy_ha=-5967.84078 orbital_gap_ev=10.233 lumo_ha=-0.021
C -3.05585 -0.06660 1.84815 -0.112 0.724 0.189
B -4.11868 1.07425 2.15406 -1.206 -0.659 0.989
O -4.00808 1.95955 3.27469 1.315 0.419 -2.373
B -3.78929 3.22310 2.64852 -1.207 0.288 1.435
C -2.43296 4.03890 2.79205 -0.196 -0.401 -0.824
C -1.34506 3.22880 1.96231 -0.628 0.403 1.194
C -0.05480 4.09036 1.83374 -0.576 -0.733 -0.306
Cl 0.48353 4.03557 0.08711 -0.380 0.072 1.125
O -4.88138 3.66925 1.81890 2.058 -1.238 -1.382
B -4.97541 2.66043 0.83071 -1.647 0.054 0.531
O -4.75334 2.95489 -0.54982 -0.316 0.660 2.474
N -4.51368 1.76153 -1.21872 0.464 -0.965 -1.046
O -3.60758 1.88658 -1.94188 -0.270 -0.085 -0.130
O -5.24211 1.35088 1.29666 2.288 1.026 -0.585
H -2.23359 0.42852 1.28059 -0.391 -0.302 0.182
H -2.59526 -0.42009 2.78664 -0.281 -0.039 -0.449
H -3.44383 -0.88553 1.22465 0.135 0.262 0.331
H -2.52278 5.02038 2.28592 -0.090 -0.330 0.527
H -2.11313 4.15321 3.84047 -0.084 0.019 -0.402
H -1.79154 2.97081 0.98684 0.503 0.223 0.158
H -1.18198 2.28434 2.51233 0.263 0.348 -0.414
H 0.75815 3.70454 2.46891 -0.271 0.161 -0.448
H -0.28770 5.12501 2.13181 0.329 -0.352 -0.497
C -1.28583 0.97475 -3.92611 0.220 0.152 -0.313
C -1.39451 -0.51443 -4.17103 -0.238 0.236 0.774
O -1.37221 -0.80814 -5.57831 0.024 -0.258 -0.406
C -0.15806 -0.89008 -6.11320 -0.654 0.162 0.915
O 0.85776 -0.73290 -5.51181 0.739 -0.077 -0.262
C -0.25315 -1.25635 -7.59042 -0.008 -0.082 -1.002
F -1.21006 -0.57009 -8.21595 -0.244 0.234 0.125
F -0.53223 -2.55366 -7.74447 -0.070 -0.305 0.294
F 0.88355 -1.01841 -8.23228 0.343 0.118 0.199
H -2.06884 1.50915 -4.46593 -0.087 -0.056 0.111
H -1.37720 1.19457 -2.86419 0.017 -0.045 -0.027
H -0.32910 1.36226 -4.27960 0.033 -0.084 0.098
H -2.34806 -0.88427 -3.79537 -0.043 -0.058 -0.284
H -0.60711 -1.06302 -3.65228 0.087 0.041 -0.208
C 2.37079 6.48656 -6.52245 0.215 -0.095 0.231
C 1.10575 6.91634 -5.80912 0.023 0.129 -0.747
O 1.03550 6.33120 -4.49930 -0.146 -0.077 0.433
C 1.69441 6.97997 -3.54145 -0.270 -0.073 -1.075
O 2.32098 7.98023 -3.69656 0.323 0.325 0.413
C 1.49539 6.27738 -2.20302 -0.033 -0.633 0.699
F 1.60705 4.93844 -2.32593 0.090 0.339 -0.329
F 0.28645 6.54265 -1.70844 -0.335 0.162 -0.244
F 2.38140 6.67647 -1.30376 0.318 0.196 -0.072
H 2.44116 5.39814 -6.55275 -0.095 0.021 -0.083
H 2.38405 6.86975 -7.54280 -0.042 0.004 0.026
H 3.25719 6.85271 -6.00292 -0.050 0.097 -0.049
H 0.23178 6.55672 -6.35093 -0.039 -0.136 0.242
H 1.02682 8.00225 -5.75097 0.093 -0.054 0.218
C -6.65095 6.23044 2.24689 -0.252 0.087 0.230
C -5.69880 7.26307 1.68282 0.190 -0.768 -0.061
O -6.35292 8.53325 1.52750 -0.042 0.500 -0.060
C -6.39700 9.29582 2.61713 0.342 -0.949 -0.465
O -5.94590 9.00110 3.67924 -0.004 0.322 0.529
C -7.07340 10.62474 2.29798 -0.556 0.819 -0.112
F -8.16503 10.46361 1.54874 -0.154 -0.289 -0.153
F -6.24880 11.43214 1.62574 0.398 -0.058 -0.143
F -7.44437 11.26682 3.39817 0.094 -0.133 0.377
H -7.54755 6.15817 1.62808 0.084 -0.027 -0.078
H -6.16881 5.25266 2.28914 -0.121 0.281 -0.030
H -6.97596 6.50377 3.25229 0.096 0.010 -0.001
H -5.37318 6.96407 0.68688 -0.122 0.232 -0.061
H -4.80481 7.36368 2.29956 -0.135 0.187 0.080
C -7.08459 -3.37453 4.98078 0.135 0.053 -0.306
C -5.93439 -3.72153 5.90303 -0.709 0.090 0.352
O -4.80225 -4.18933 5.15201 0.481 -0.101 -0.128
C -4.00833 -3.24465 4.65673 -0.912 -0.262 0.629
O -4.17125 -2.07156 4.78732 0.352 0.476 -0.265
C -2.82967 -3.88080 3.92864 0.815 -0.435 -0.617
F -3.20234 -4.90642 3.16015 -0.415 -0.171 -0.066
F -1.92280 -4.35018 4.78904 -0.053 0.099 0.484
F -2.20840 -3.01519 3.13869 -0.085 0.467 -0.028
H -7.33446 -4.22541 4.34515 -0.043 -0.040 0.116
H -7.96595 -3.09351 5.55713 0.041 -0.019 0.025
H -6.82240 -2.54567 4.32183 -0.015 0.051 0.108
H -6.22007 -4.53859 6.56423 0.219 -0.125 -0.139
H -5.65627 -2.87659 6.53350 0.167 0.016 -0.182
C -0.66486 -7.05259 4.06247 0.081 -0.043 0.323
C -0.61485 -8.53306 3.74810 -0.176 0.479 -0.591
O 0.06633 -9.25338 4.78773 0.145 -0.372 0.266
C -0.67740 -9.58883 5.83930 0.032 0.472 -0.989
O -1.83357 -9.33517 5.97055 -0.372 -0.128 0.470
C 0.15698 -10.38504 6.83693 0.538 -0.396 0.751
F 1.36666 -9.85292 7.01485 0.168 0.281 -0.153
F 0.33548 -11.64032 6.41716 -0.125 -0.200 -0.359
F -0.42368 -10.44609 8.02842 -0.380 0.147 0.068
H 0.33976 -6.66566 4.24138 0.004 -0.018 -0.126
H -1.11363 -6.50060 3.23794 0.011 -0.061 -0.013
H -1.24755 -6.86338 4.96394 -0.085 -0.040 -0.089
H -0.04382 -8.70112 2.83560 0.166 -0.149 0.184
H -1.61240 -8.94229 3.58518 0.038 -0.060 0.239
C 3.59507 -2.92678 -3.13030 -0.235 0.405 0.264
C 2.19021 -3.28451 -2.69294 0.151 -0.042 -0.806
O 2.09851 -3.33241 -1.25828 -0.214 0.014 0.451
C 1.89269 -2.16520 -0.65394 0.127 -0.576 -0.970
O 1.78439 -1.11517 -1.20669 -0.128 0.570 0.248
C 1.76836 -2.37084 0.85223 0.105 -0.056 1.016
F 2.68967 -3.21213 1.32116 0.232 -0.193 -0.167
F 0.57221 -2.87834 1.16906 -0.337 -0.110 -0.247
F 1.90156 -1.23119 1.51905 0.007 0.360 -0.198
H 4.30657 -3.60991 -2.69516 -0.023 -0.193 0.076
H 3.68049 -2.96544 -4.21536 -0.060 -0.011 0.023
H 3.86420 -1.92333 -2.79579 -0.097 0.028 -0.096
H 1.93244 -4.28109 -3.05058 -0.020 -0.053 0.299
H 1.45360 -2.59268 -3.10430 0.043 0.097 0.220
C 7.27018 -8.75520 -3.86150 -0.235 0.155 0.176
C 8.20383 -7.69251 -4.40264 0.218 -0.722 -0.112
O 7.55187 -6.41326 -4.44179 -0.066 0.468 -0.041
C 7.56519 -5.72428 -3.30274 0.305 -0.922 -0.540
O 8.06323 -6.09020 -2.28556 0.007 0.288 0.547
C 6.88406 -4.37447 -3.50103 -0.519 0.823 -0.236
F 5.75257 -4.48509 -4.21776 0.304 -0.351 -0.008
F 7.67805 -3.52505 -4.15415 0.370 -0.083 -0.213
F 6.57927 -3.80381 -2.34272 0.049 -0.224 0.332
H 6.34528 -8.78133 -4.43984 0.085 -0.050 -0.085
H 7.74151 -9.73705 -3.90477 0.022 0.039 -0.023
H 6.99747 -8.54675 -2.82616 0.116 -0.034 0.005
H 8.47869 -7.92612 -5.43049 -0.130 0.247 -0.043
H 9.12684 -7.63724 -3.82493 -0.131 0.179 0.100
C 3.92231 4.30581 0.21615 0.137 0.097 0.189
C 4.49413 3.06554 -0.43659 -0.730 0.235 -0.197
O 5.90648 2.95801 -0.18612 0.467 -0.217 0.039
C 6.24565 2.39956 0.97223 -0.837 0.306 -0.706
O 5.47979 1.99839 1.79173 0.126 -0.255 0.562
C 7.76379 2.30765 1.08281 0.969 0.040 0.187
F 8.36451 3.42786 0.67796 -0.121 0.304 -0.139
F 8.23955 1.31119 0.33120 -0.192 -0.271 -0.259
F 8.15585 2.08214 2.33063 -0.262 -0.072 0.301
H 4.46601 5.19418 -0.10789 -0.031 -0.020 -0.107
H 2.86643 4.41991 -0.04168 0.418 -0.052 0.060
H 4.01146 4.25281 1.30316 -0.070 -0.091 -0.029
H 4.38061 3.12849 -1.51852 0.275 -0.014 0.018
H 3.97529 2.16405 -0.10843 0.188 -0.003 0.129

---

98
Properties=species:S:1:pos:R:3:forces:R:3 method="wB97M-V/def2-TZVPD" spin_multiplicity=1 max_force_ev_per_a=0.35 total_energy_ha=-5189.44014 charge=-1 relative_energy_kcal_mol=8.8 orbital_gap_ev=7.061 lumo_ha=0.094
Ag -0.04146 0.00247 -0.15381 -0.017 -0.268 0.000
C 4.10253 -0.79986 0.43033 -0.032 -0.005 -0.001
C 4.39123 0.47282 -0.35012 -0.023 0.006 0.004
N 3.71465 1.62393 0.22186 0.045 0.059 -0.078
C 4.42196 2.33792 1.26967 -0.010 -0.001 0.005
C 5.28108 3.47123 0.72055 0.001 -0.003 0.007
C 2.49964 2.08588 -0.20578 -0.097 -0.088 0.107
S 1.64920 1.22865 -1.48469 0.099 0.126 -0.064
N 2.06342 3.17465 0.35169 -0.060 -0.044 0.217
C 0.81579 3.67966 0.12912 0.044 -0.001 -0.350
O -0.22199 3.26459 0.62290 0.051 0.255 0.036
C 0.79109 4.89207 -0.76077 -0.023 0.030 0.022
C 1.75463 5.88902 -0.65402 -0.008 -0.011 0.016
C 1.69867 7.00250 -1.47982 0.015 0.003 0.001
C 0.70108 7.10690 -2.44020 -0.002 -0.001 -0.001
C -0.24161 6.09540 -2.56993 0.012 0.003 0.004
C -0.20360 4.99510 -1.72624 -0.009 -0.029 0.010
H 4.61917 -1.65984 -0.00226 0.002 -0.009 -0.008
H 3.03002 -0.99443 0.39634 0.007 -0.004 0.006
H 4.40557 -0.70073 1.47624 0.002 -0.004 -0.003
H 4.06797 0.35539 -1.38171 -0.004 -0.005 -0.013
H 5.46487 0.68847 -0.35792 -0.002 -0.002 -0.008
H 5.04245 1.61364 1.80449 0.006 0.002 -0.004
H 3.69118 2.73491 1.97288 0.004 -0.006 0.006
H 6.02670 3.09089 0.01904 -0.001 -0.001 -0.002
H 5.80490 3.99025 1.52659 -0.002 0.002 0.000
H 4.64845 4.18644 0.19564 -0.002 0.007 -0.001
H 2.54028 5.78286 0.08287 0.011 0.008 0.003
H 2.44049 7.78584 -1.38106 0.000 0.000 0.000
H 0.66622 7.96987 -3.09426 0.001 0.002 0.001
H -1.00488 6.15839 -3.33608 -0.001 -0.006 0.003
H -0.91063 4.18114 -1.83282 -0.051 0.016 0.014
N -0.53130 0.79200 2.04705 0.056 -0.127 0.133
C -1.85098 0.38535 2.52533 0.012 -0.026 -0.023
C -2.53220 -0.74499 1.72767 -0.181 0.120 -0.147
O -3.45846 -1.33443 2.30331 0.010 -0.058 -0.008
O -2.17036 -0.92275 0.52380 0.039 0.000 0.056
H 0.19383 0.56981 2.71358 0.007 0.005 0.020
H -0.46020 1.77821 1.80945 -0.012 -0.029 -0.049
H -2.54518 1.22920 2.45755 -0.007 0.014 -0.004
H -1.83551 0.08499 3.57421 0.001 -0.020 -0.001
C -0.37030 -5.08078 -1.83818 -0.004 0.001 -0.001
C -0.83282 -3.75063 -1.24133 -0.006 0.021 -0.006
C -2.13201 -3.95914 -0.45632 -0.002 -0.007 0.009
C -1.13423 -2.76984 -2.38378 0.002 -0.017 0.002
P 0.47074 -2.86985 -0.19441 0.005 0.079 -0.009
C 1.99114 -3.25611 -1.16321 -0.005 -0.006 -0.005
C 2.80231 -4.38737 -1.05561 0.001 -0.002 -0.006
C 3.92548 -4.54493 -1.85433 -0.003 0.000 0.000
C 4.25553 -3.57946 -2.79682 -0.002 0.000 0.002
C 3.45707 -2.45387 -2.92463 0.004 0.006 -0.001
C 2.34519 -2.29224 -2.10860 0.012 0.016 0.011
C 0.65321 -3.74628 1.46603 -0.006 0.000 0.005
C -0.41829 -3.13084 2.37963 0.009 0.011 -0.002
C 0.51876 -5.27034 1.52625 -0.004 -0.001 -0.004
C 2.01266 -3.33107 2.04231 0.007 0.003 0.000
H -1.19500 -5.51454 -2.41347 0.000 -0.001 -0.001
H -0.08425 -5.80355 -1.07271 -0.001 0.001 0.002
H 0.47550 -4.94883 -2.51385 0.001 0.001 -0.001
H -2.90295 -4.29310 -1.15902 -0.002 -0.009 -0.007
H -2.47266 -3.03321 0.00774 0.012 -0.002 0.009
H -2.03852 -4.73019 0.30879 -0.005 0.007 -0.001
H -1.88481 -3.21246 -3.04659 -0.001 -0.002 -0.005
H -0.24580 -2.55720 -2.98263 -0.007 0.009 0.002
H -1.52870 -1.82717 -1.99861 0.010 0.005 -0.009
H 2.56504 -5.16389 -0.34384 -0.005 -0.008 0.007
H 4.54153 -5.42937 -1.74345 0.000 0.000 0.000
H 5.13224 -3.70379 -3.42071 0.000 0.000 0.000
H 3.70450 -1.68186 -3.64304 0.001 -0.001 0.002
H 1.76913 -1.37749 -2.17608 -0.005 0.005 -0.001
H -1.43637 -3.32303 2.04689 -0.007 -0.002 -0.001
H -0.29512 -2.04809 2.43213 -0.010 0.010 -0.001
H -0.30502 -3.54011 3.38903 -0.001 -0.004 -0.001
H -0.46084 -5.60772 1.19315 0.002 -0.001 0.002
H 0.63589 -5.58878 2.56784 0.001 0.001 0.000
H 1.27143 -5.79619 0.94142 0.010 -0.001 -0.009
H 2.11131 -2.24384 2.05714 0.001 0.002 -0.003
H 2.85620 -3.73671 1.48392 -0.001 -0.001 0.002
H 2.08208 -3.68755 3.07508 -0.001 0.002 0.000
C -3.97895 4.16343 -0.52110 -0.008 -0.025 -0.023
N -4.34883 2.77777 -0.34875 0.044 -0.050 0.064
C -3.71653 1.71845 -0.93233 -0.102 -0.008 -0.035
Se -2.36629 1.76791 -2.15266 0.045 -0.039 -0.038
N -4.29127 0.59625 -0.43465 0.087 -0.029 -0.015
C -5.24886 0.92228 0.51147 -0.001 -0.019 -0.020
C -6.05183 0.14502 1.32858 0.028 0.029 -0.008
C -6.93526 0.81578 2.16349 0.000 -0.042 -0.026
C -7.01053 2.20937 2.18115 0.008 0.008 -0.014
C -6.19290 2.98685 1.37116 0.006 -0.012 0.007
C -5.30616 2.31630 0.54423 -0.030 -0.022 -0.011
H -2.92252 4.20695 -0.76793 0.054 0.015 -0.031
H -4.14534 4.68882 0.41818 -0.011 0.006 -0.004
H -4.56065 4.63453 -1.31534 0.011 -0.001 -0.005
H -3.80305 -0.29653 -0.51976 -0.017 0.134 0.226
H -5.94796 -0.93095 1.33861 0.000 0.024 0.036
H -7.57359 0.24335 2.82392 0.010 0.001 0.005
H -7.71414 2.69515 2.84496 0.003 0.001 0.003
H -6.24328 4.06724 1.38998 -0.006 0.003 0.005